(1)
{"formula": "C43H40FeN5O2P2S", "method": "ωB97M-V with the def2-TZVPD basis set", "symbols": ["Fe", "C", "O", "C", "C", "C", "C", "C", "C", "N", "N", "C", "C", "O", "C", "C", "C", "C", "C", "C", "C", "C", "H", "H", "H", "H", "H", "H", "H", "H", "H", "H", "H", "H", "H", "N", "P", "C", "C", "C", "C", "C", "C", "C", "C", "C", "C", "C", "C", "P", "C", "C", "C", "C", "C", "C", "C", "C", "C", "C", "C", "C", "H", "H", "H", "H", "H", "H", "H", "H", "H", "H", "H", "H", "H", "H", "H", "H", "H", "H", "H", "H", "H", "C", "N", "C", "N", "S", "H", "H", "H", "H", "H", "H"], "coordinates": [[0.25676, 0.10967, -0.95598], [0.69698, -0.70325, -4.06623], [0.73118, -0.95647, -2.64293], [1.90525, -1.58420, -2.18534], [2.37456, -2.75368, -2.65604], [3.63442, -3.28819, -2.18150], [4.38614, -2.60556, -1.30724], [3.94845, -1.32848, -0.68853], [2.65389, -0.83347, -1.21870], [2.13291, 0.32643, -0.91501], [2.90956, 1.33177, -0.47302], [2.37724, 2.50650, -0.47749], [1.02490, 2.81141, -1.09724], [0.29435, 1.94274, -1.59893], [0.60506, 4.18725, -1.13308], [1.37172, 5.16086, -0.61133], [2.67277, 4.92247, -0.01318], [3.41207, 5.97891, 0.50943], [4.67294, 5.75715, 1.03981], [5.21006, 4.47680, 1.02767], [4.47504, 3.41305, 0.52496], [3.19551, 3.62255, 0.02295], [1.59208, -0.15973, -4.36617], [0.61848, -1.64605, -4.60205], [-0.18672, -0.09859, -4.24595], [1.82446, -3.28854, -3.42074], [3.96981, -4.24000, -2.56840], [5.33849, -3.00430, -0.98002], [4.70790, -0.55198, -0.80264], [-0.35153, 4.38867, -1.59498], [1.02476, 6.18724, -0.65485], [2.99105, 6.97649, 0.49554], [5.24454, 6.58193, 1.44246], [6.20710, 4.30974, 1.41237], [4.88989, 2.41512, 0.50397], [-0.48191, -1.59501, 0.59774], [-0.03753, -0.16330, 1.47079], [-0.84882, -0.40478, 3.06047], [-0.17167, -0.97455, 4.13883], [-0.80723, -1.08324, 5.36644], [-2.10166, -0.60909, 5.52543], [-2.77847, -0.04341, 4.45225], [-2.15475, 0.06776, 3.22134], [1.73592, -0.49427, 1.80622], [2.36069, -1.58550, 1.28761], [3.81777, -1.56873, 0.98139], [4.55446, -0.52320, 1.74220], [3.90696, 0.47715, 2.39111], [2.49924, 0.56854, 2.35519], [-1.58991, -1.43231, -0.72517], [-3.19477, -1.90969, -0.00627], [-3.30501, -3.17004, 0.58744], [-4.52256, -3.60505, 1.07802], [-5.64687, -2.79475, 0.96292], [-5.54696, -1.54925, 0.36566], [-4.32286, -1.10531, -0.11926], [-1.25971, -2.92481, -1.71479], [-0.39708, -3.94641, -1.33874], [-0.26706, -5.07977, -2.13416], [-0.98940, -5.18915, -3.31222], [-1.84154, -4.16111, -3.70329], [-1.97761, -3.03632, -2.90676], [-0.60971, -2.42840, 1.17115], [0.84232, -1.33523, 4.02379], [-0.28626, -1.53264, 6.20110], [-2.58106, -0.67311, 6.49322], [-3.78850, 0.32169, 4.58143], [-2.67283, 0.51737, 2.38169], [1.79298, -2.41727, 0.88680], [4.27193, -2.54722, 1.13439], [5.63689, -0.56760, 1.72972], [4.47348, 1.23593, 2.91564], [2.00107, 1.43774, 2.76884], [-2.44465, -3.82769, 0.65257], [-4.60010, -4.58084, 1.53847], [-6.60144, -3.14216, 1.33522], [-6.42387, -0.92230, 0.27238], [-4.23358, -0.12913, -0.57372], [0.17787, -3.87273, -0.42235], [0.39587, -5.87961, -1.82943], [-0.90130, -6.07981, -3.92002], [-2.39716, -4.24411, -4.62791], [-2.65102, -2.23950, -3.20703], [-5.44514, 4.00460, -1.46394], [-4.44969, 2.96953, -1.23543], [-3.40094, 3.08063, -0.41758], [-3.21335, 4.26767, 0.18114], [-2.33738, 1.78581, -0.13182], [-6.20087, 3.61574, -2.13915], [-5.00231, 4.89065, -1.92326], [-5.93745, 4.28649, -0.53123], [-4.54369, 2.09248, -1.71605], [-3.85993, 5.03240, 0.08715], [-2.45389, 4.35196, 0.83221]], "atomic_forces_ev_per_a": [[-0.8320, 0.3672, -0.3403], [-0.1588, 0.2197, -0.0493], [0.8599, -0.2976, 0.6023], [-0.2284, -0.0543, 0.0879], [0.0597, -0.1307, -0.0101], [-0.0692, 0.0091, 0.0617], [-0.0627, -0.0003, 0.0311], [0.1339, -0.3664, 0.0459], [0.9715, 0.5656, -0.3730], [-0.2013, -0.0801, -0.2975], [0.1103, -0.2232, 0.0562], [-0.1914, 0.0894, -0.0598], [0.2140, 0.0793, 0.2604], [-0.2253, -0.1326, -0.0687], [0.0455, -0.0625, -0.1995], [0.1237, -0.0138, 0.0200], [-0.1088, 0.0318, 0.0211], [0.0054, 0.0452, 0.0163], [-0.0087, 0.0151, -0.0514], [-0.0290, -0.0095, 0.0096], [0.0314, -0.0373, 0.0323], [-0.0814, -0.0586, -0.0933], [0.0084, -0.0014, 0.0285], [-0.0261, -0.0197, 0.0345], [-0.0150, -0.0181, 0.0102], [0.0189, 0.0058, -0.0134], [-0.0072, 0.0178, -0.0472], [0.0204, 0.0214, -0.0393], [0.0164, -0.0016, 0.1066], [-0.0089, -0.0311, 0.0139], [-0.0069, -0.0024, 0.0631], [0.0296, 0.0084, -0.0131], [-0.0060, 0.0021, -0.0003], [-0.0027, -0.0202, -0.0039], [0.0123, 0.0097, 0.0572], [-0.0975, -0.0429, -0.1697], [0.4861, -0.9919, -0.2933], [-0.1459, 0.7319, 0.1339], [-0.0275, -0.0430, -0.0396], [0.0037, -0.0410, -0.0088], [0.0098, -0.0011, -0.0042], [-0.0210, -0.0390, 0.0119], [0.0065, -0.0714, -0.0491], [-0.0922, 0.0680, 0.0749], [0.1580, -0.0555, 0.0573], [-0.3490, 0.1951, -0.0379], [0.0673, -0.0125, -0.1489], [-0.0205, 0.0080, -0.0092], [-0.0433, -0.1008, 0.1399], [-0.2435, -0.2198, 0.4966], [-0.0966, 0.0956, -0.2187], [0.0101, 0.0543, 0.0400], [0.0254, -0.0006, 0.0429], [-0.0014, 0.0057, 0.0187], [0.0108, -0.0016, -0.0009], [0.0069, 0.0170, -0.0216], [-0.0297, 0.0340, -0.0203], [0.0143, -0.0052, 0.0325], [0.0195, 0.0157, 0.0039], [-0.0155, -0.0002, -0.0032], [0.0574, -0.0150, -0.0183], [0.0521, 0.0167, 0.0072], [0.3180, -0.1070, -0.0872], [0.0166, 0.0308, 0.0194], [0.0012, 0.0161, 0.0058], [-0.0162, -0.0260, -0.0113], [0.0002, 0.0020, -0.0122], [0.0065, 0.0494, 0.0215], [-0.0247, 0.0360, -0.0266], [0.0117, -0.0105, -0.0479], [-0.0027, 0.0117, 0.0492], [0.0019, -0.0136, 0.0139], [0.0167, -0.0052, 0.0251], [-0.0149, -0.0247, -0.0204], [-0.0047, 0.0013, -0.0020], [0.0041, 0.0011, 0.0022], [0.0046, 0.0032, -0.0018], [0.0002, 0.0079, 0.0107], [-0.0016, -0.0134, -0.0095], [-0.0177, -0.0066, 0.0199], [0.0191, 0.0167, -0.0187], [-0.0349, 0.0065, 0.0214], [-0.0297, -0.0342, -0.0117], [0.0567, 0.0182, 0.0104], [-0.0931, 0.0469, -0.0510], [0.0824, -0.0881, 0.1510], [-0.0383, 0.0405, -0.0440], [-0.3919, 0.5780, 0.0102], [0.0006, 0.0047, -0.0047], [-0.0017, -0.0042, -0.0132], [-0.0134, -0.0029, -0.0046], [0.0371, -0.0265, 0.0473], [0.0045, 0.0077, 0.0022], [-0.0323, -0.0424, 0.0419]], "homo_lumo_gap_ev": [5.2222, 5.6954], "largest_force_ev_per_a": 1.2, "e_homo_ev": [-12.19, -12.65], "multiplicity": 2, "de_lowest_kj_mol": 385.97, "charge": 2}



(2)
{"formula": "C43H40N4O4P2SSn", "method": "ωB97M-V with the def2-TZVPD basis set", "symbols": ["Sn", "O", "C", "O", "C", "C", "C", "C", "C", "N", "H", "H", "H", "H", "C", "C", "P", "C", "C", "C", "C", "C", "C", "C", "C", "C", "C", "C", "C", "P", "C", "C", "C", "C", "C", "C", "C", "C", "C", "C", "C", "C", "H", "H", "H", "H", "H", "H", "H", "H", "H", "H", "H", "H", "H", "H", "H", "H", "H", "H", "H", "H", "H", "H", "H", "H", "N", "C", "S", "N", "C", "C", "C", "C", "C", "C", "H", "H", "H", "H", "H", "H", "H", "H", "O", "C", "C", "C", "C", "O", "N", "H", "H", "H", "H"], "coordinates": [[0.49148, 0.24377, -1.28754], [4.16655, 0.50524, 0.51061], [3.32203, 0.62919, -0.34964], [2.13225, 1.13609, -0.18316], [3.62216, 0.20636, -1.77516], [4.91468, -0.07896, -2.17846], [5.13704, -0.39617, -3.51019], [4.05625, -0.42888, -4.38160], [2.79026, -0.17261, -3.88645], [2.58039, 0.14560, -2.60709], [5.70628, -0.03913, -1.44332], [6.13496, -0.61639, -3.86456], [4.19221, -0.65398, -5.43002], [1.90901, -0.21624, -4.51583], [-2.89690, -0.98152, 1.16315], [-2.22139, -0.05911, 2.20250], [-0.62953, 0.80736, 1.67644], [0.39471, 0.63785, 3.18474], [-0.13076, 0.47546, 4.46858], [0.71712, 0.38896, 5.56215], [2.09288, 0.47837, 5.39388], [2.62236, 0.65438, 4.12470], [1.77733, 0.73108, 3.02556], [-1.18483, 2.55280, 1.80310], [-0.62465, 3.46197, 2.69818], [-1.11506, 4.76066, 2.76943], [-2.15651, 5.16265, 1.94686], [-2.69801, 4.27025, 1.02976], [-2.20726, 2.97802, 0.95081], [-2.18779, -2.62334, 0.91243], [-0.45386, -2.70406, 0.48996], [0.42325, -2.19388, 1.44984], [1.78447, -2.17313, 1.19809], [2.27194, -2.70037, 0.00906], [1.40354, -3.27668, -0.91158], [0.03813, -3.27516, -0.68240], [-2.51299, -3.71328, 2.27296], [-2.11083, -5.04397, 2.11983], [-2.29222, -5.93420, 3.16013], [-2.84665, -5.49575, 4.35865], [-3.23153, -4.17187, 4.51351], [-3.06910, -3.27249, 3.47211], [-2.93170, -0.51191, 0.17938], [-3.92573, -1.19291, 1.47230], [-2.00704, -0.61885, 3.11090], [-2.94280, 0.71806, 2.44772], [-1.19951, 0.44631, 4.63783], [0.29775, 0.26271, 6.55191], [2.74488, 0.41944, 6.25548], [3.69195, 0.73275, 3.97900], [2.19390, 0.86411, 2.03821], [0.18711, 3.16062, 3.34729], [-0.68828, 5.45668, 3.47996], [-2.54784, 6.16868, 2.01931], [-3.50021, 4.59050, 0.37750], [-2.62156, 2.29252, 0.21758], [0.03998, -1.83005, 2.39785], [2.46429, -1.74849, 1.92474], [3.33635, -2.68416, -0.18580], [1.79987, -3.73923, -1.80589], [-0.62642, -3.72170, -1.40781], [-1.66682, -5.37358, 1.18763], [-1.99758, -6.96838, 3.04596], [-2.97670, -6.19457, 5.17407], [-3.66270, -3.83941, 5.44803], [-3.38869, -2.24650, 3.60518], [1.73220, 3.85972, -2.94681], [1.02510, 3.51502, -1.87502], [-0.38793, 2.52798, -2.09270], [1.34742, 3.95509, -0.67661], [2.48770, 4.76955, -0.36703], [2.27602, 5.98824, 0.26326], [3.36224, 6.79283, 0.56857], [4.64787, 6.37698, 0.25085], [4.85144, 5.15206, -0.36800], [3.77047, 4.34190, -0.68231], [1.36898, 3.61474, -3.85193], [2.47751, 4.53855, -2.87823], [0.76158, 3.65654, 0.09158], [1.26550, 6.29955, 0.49856], [3.20377, 7.74756, 1.05150], [5.49316, 7.00824, 0.48965], [5.85450, 4.81940, -0.59891], [3.92267, 3.37534, -1.14740], [-3.08692, -3.30147, -0.28813], [-3.20054, -2.79856, -1.52787], [-3.99594, -3.53508, -2.56158], [-3.80881, -2.62424, -3.77424], [-2.90067, -1.52039, -3.26125], [-2.39890, -0.63245, -3.89108], [-2.66067, -1.69807, -1.86754], [-5.03388, -3.63367, -2.24046], [-3.61030, -4.54554, -2.70516], [-4.73900, -2.19133, -4.14013], [-3.33340, -3.12204, -4.61811]], "atomic_forces_ev_per_a": [[0.5343, 0.1430, 0.1281], [-0.1421, 0.0674, -0.0657], [0.2095, -0.0461, -0.0665], [-0.6314, -0.3171, -0.1703], [0.0815, -0.0117, 0.0198], [0.0138, -0.0046, 0.0285], [-0.0882, 0.0106, 0.0353], [0.0630, -0.0243, -0.0319], [-0.1487, 0.0011, 0.0534], [-0.1358, 0.1197, 0.0105], [0.0190, 0.0129, -0.0265], [0.0031, 0.0204, -0.0070], [-0.0297, -0.0273, 0.0083], [0.0428, -0.0095, -0.0542], [0.3600, 0.1460, 0.1836], [0.1995, -0.1996, -0.2252], [-0.3549, 0.3295, 0.3487], [0.0609, -0.0555, -0.1206], [0.0313, 0.0474, -0.0392], [-0.0675, 0.0001, 0.0335], [0.0110, -0.0027, 0.0043], [-0.0046, 0.0167, 0.0127], [-0.0544, -0.0410, 0.0053], [0.0429, -0.0870, -0.0822], [0.0346, 0.0046, -0.0391], [0.0313, 0.0585, -0.0352], [0.0290, -0.0083, 0.0154], [-0.0376, 0.0542, -0.0341], [0.0102, -0.0409, 0.0259], [-0.5419, -0.1842, -0.3322], [-0.0997, -0.0335, 0.0239], [-0.1666, -0.1034, -0.0058], [0.0627, 0.0694, 0.0174], [-0.0766, -0.0496, -0.0172], [0.1338, -0.0947, -0.0205], [-0.0983, 0.0102, 0.0441], [0.2141, 0.1492, -0.0693], [0.0042, 0.0351, 0.0007], [-0.0059, -0.0355, 0.0175], [0.0157, 0.0260, -0.0670], [-0.0307, -0.0264, 0.0895], [-0.1121, 0.0282, -0.0274], [-0.0013, -0.0774, -0.0051], [-0.0199, -0.0231, -0.0531], [-0.0409, 0.0576, 0.0520], [-0.0135, 0.0053, 0.1031], [-0.0094, 0.0064, 0.0110], [0.0184, 0.0145, 0.0002], [0.0066, -0.0122, -0.0166], [-0.0032, -0.0010, 0.0025], [0.0676, 0.0304, -0.0269], [-0.0301, -0.0177, 0.0462], [0.0103, -0.0152, 0.0041], [0.0068, 0.0010, -0.0115], [0.0068, -0.0396, -0.0088], [-0.0321, 0.0261, 0.0168], [0.1308, 0.0201, 0.0007], [-0.0183, -0.0025, 0.0160], [0.0168, -0.0231, 0.0065], [-0.0393, 0.0364, -0.0328], [-0.0453, 0.0286, -0.0505], [0.0238, -0.0465, 0.0336], [0.0034, 0.0096, -0.0113], [-0.0088, 0.0154, 0.0058], [-0.0002, 0.0040, -0.0131], [0.0072, -0.0274, -0.0345], [-0.0098, 0.0548, 0.1394], [-0.0972, 0.0951, -0.0689], [0.0940, -0.0929, -0.0815], [0.1652, -0.0061, 0.0893], [0.0457, 0.1599, -0.0162], [-0.0622, -0.0407, -0.0527], [0.0057, -0.0087, 0.0339], [0.0121, 0.0150, 0.0168], [0.0080, 0.0143, -0.0313], [-0.0302, -0.0901, 0.0299], [0.0267, -0.0217, -0.0195], [0.0036, -0.0124, -0.0108], [-0.1045, -0.0496, -0.0004], [0.0115, 0.0146, 0.0037], [0.0002, -0.0103, 0.0007], [-0.0062, -0.0115, 0.0018], [-0.0082, 0.0094, -0.0081], [-0.0008, -0.0044, 0.0267], [0.3107, -0.2057, 0.5425], [-0.0540, 0.4639, -0.5632], [-0.0742, -0.1872, 0.0888], [-0.0183, -0.0735, -0.0592], [0.1738, 0.3784, -0.4505], [-0.1315, -0.2049, 0.2118], [0.2867, -0.1404, 0.4626], [0.0193, -0.0058, 0.0438], [0.0136, 0.0076, 0.0358], [0.0038, 0.0134, 0.0276], [-0.0016, 0.0225, 0.0033]], "homo_lumo_gap_ev": 8.0071, "largest_force_ev_per_a": 0.7, "e_homo_ev": -12.82, "de_lowest_kj_mol": 0.00, "charge": 2}